# 1
One molecule with the formula C20H22O4 at a distorted geometry. Source: the OMol25 dataset; level of theory: wB97M-V/def2-TZVPD.

The HOMO-LUMO gap comes out at 9.02 eV. The value obtained for the molar mass is 326.4 g mol⁻¹. Its SMILES is CCOC(=O)[C@H](C(C)=O)[C@H](c1ccccc1)c1ccc(OC)cc1. The lowest unoccupied orbital energy is 0.51 eV. Its charge is 0. As for the multiplicity: 1. For the energy above the lowest of the compared OMol25 structures with the same formula, charge and spin, the calculation gives 6.026 eV.

Geometry (Å):
C 2.7192 2.5281 -1.9993
C 3.1518 1.9125 -0.7161
O 1.9256 1.4097 -0.1674
C 2.1736 0.9345 1.0964
O 3.3494 0.7992 1.4724
C 0.8362 0.5048 1.7368
C 1.2665 0.0925 3.2023
C 0.2079 -0.6297 4.0061
O 2.3978 0.1792 3.6679
C -0.3531 0.4944 0.7891
C -1.7579 0.1707 1.3735
C -2.2923 1.0697 2.2951
C -3.3714 0.6972 3.1110
C -3.9161 -0.5928 3.0027
C -3.4918 -1.4285 1.9679
C -2.4362 -1.0299 1.1381
C -0.3510 0.0394 -0.7034
C -0.4429 0.9756 -1.7553
C -0.3077 0.5564 -3.0607
C 0.0050 -0.8037 -3.3547
O 0.3369 -1.1135 -4.6288
C 0.6512 -2.4953 -4.9131
C -0.0776 -1.7446 -2.3149
C -0.2196 -1.3087 -0.9928
H 3.5537 3.0216 -2.4818
H 2.3195 1.7791 -2.6867
H 1.9366 3.2722 -1.8371
H 3.8758 1.1022 -0.8608
H 3.5696 2.6583 -0.0317
H 0.5946 -0.6080 1.3037
H -0.7596 -0.6618 3.5222
H 0.5420 -1.6510 4.2121
H 0.1197 -0.1051 4.9447
H -0.1837 1.5563 0.8540
H -1.8683 2.0732 2.3939
H -3.7676 1.3885 3.8716
H -4.7383 -0.9152 3.6433
H -3.9656 -2.4007 1.7834
H -2.1649 -1.6482 0.2985
H -0.6861 2.0079 -1.5159
H -0.3154 1.2882 -3.8722
H 1.0069 -2.4777 -5.9422
H 1.4351 -2.8956 -4.2663
H -0.2425 -3.1159 -4.8417
H 0.0690 -2.8117 -2.5152
H -0.3339 -2.0740 -0.2286

Atomic partial charges in e from the natural (NBO) method, atoms 1 to 8: -0.62 -0.07 -0.54 0.79 -0.56 -0.49 0.61 -0.72

# 2
A 2-piece molecular cluster, C20H23 overall at a distorted geometry. Source: the OMol25 dataset; level of theory: wB97M-V/def2-TZVPD.

The HOMO-LUMO gap comes out at 5.13 eV. The value obtained for the molar mass is 263.4 g mol⁻¹. The lowest unoccupied orbital energy is -6.02 eV. Its charge is +1. As for the multiplicity: 1. For the energy above the lowest of the compared OMol25 structures with the same formula, charge and spin, the calculation gives 0.388 eV.

Geometry (Å):
C 2.4865 2.3781 0.9530
C 1.0665 2.6791 0.5850
C 0.0476 1.8022 0.7005
C -1.3800 2.2074 0.5253
C -1.5678 3.4650 -0.3379
C -0.5975 4.5701 0.0549
C 0.8554 4.0797 0.0781
H 3.1223 3.2261 0.6597
H 2.6103 2.2369 2.0378
H 2.8777 1.4786 0.4560
H 0.2025 0.7820 1.0426
H -1.9666 1.3799 0.1053
H -1.8205 2.4190 1.5176
H -1.4045 3.2147 -1.3912
H -2.5952 3.8256 -0.2378
H -0.6682 5.3993 -0.6580
H -0.8615 4.9621 1.0450
H 1.4682 4.7778 0.6699
H 1.2456 4.1435 -0.9544
C 0.3337 -1.6731 0.1709
C 0.7481 -1.8956 -1.1773
C 1.9291 -1.2267 -1.6416
C 2.3625 -1.3289 -2.9562
C 1.6704 -2.1292 -3.8799
C 0.5536 -2.8486 -3.4375
C 0.0963 -2.7408 -2.1260
C -0.6043 -2.3662 0.9939
C -0.6226 -2.0620 2.3958
C -1.5694 -2.6037 3.2542
C -2.5399 -3.5005 2.7785
C -2.4963 -3.8788 1.4308
C -1.5379 -3.3594 0.5632
H 0.9333 -0.9321 0.6986
H 2.4910 -0.6458 -0.9067
H 3.2631 -0.7990 -3.2650
H 2.0102 -2.2009 -4.9156
H 0.0342 -3.5162 -4.1256
H -0.7746 -3.3185 -1.8435
H 0.1606 -1.3987 2.7691
H -1.5417 -2.3421 4.3115
H -3.2945 -3.9105 3.4538
H -3.2137 -4.6079 1.0525
H -1.5121 -3.7417 -0.4494

Atomic partial charges in e from the natural (NBO) method, atoms 1 to 8: -0.65 0.05 -0.22 -0.43 -0.39 -0.39 -0.44 0.23

# 3
C20H23AlBBrClF5KLiN3O7PS as an isolated structure at a distorted geometry. Source: the OMol25 dataset; level of theory: wB97M-V/def2-TZVPD.

The HOMO-LUMO gap comes out at 3.16 eV. The value obtained for the molar mass is 774.6 g mol⁻¹. The lowest unoccupied orbital energy is -3.78 eV. Its charge is 0. As for the multiplicity: 1. For the energy above the lowest of the compared OMol25 structures with the same formula, charge and spin, the calculation gives 0.000 eV.

Geometry (Å):
C -5.3130 -1.9553 -1.3388
C -5.2039 -1.0566 -2.5855
C -4.5050 0.2488 -2.2478
C -5.1881 1.4235 -1.9628
C -4.4601 2.5717 -1.6795
C -3.0753 2.5484 -1.6733
C -2.3337 1.3741 -1.9414
C -3.1089 0.2436 -2.2145
S -2.2164 -1.2616 -2.5180
C -0.8641 -1.0872 -1.3667
C -0.4456 -2.2360 -0.7092
C 0.6159 -2.1368 0.1596
C 1.2483 -0.9060 0.3502
P 2.7344 -0.9104 1.4615
N 3.3602 -2.4539 1.0572
O 2.2442 -0.8880 3.0362
C 0.8157 0.2728 -0.2780
C 1.6390 1.5210 0.0393
Br 3.0317 1.6630 -1.3419
C 0.8176 2.7675 0.1095
C -0.4147 2.7036 1.1126
C -0.3090 0.1852 -1.1793
N -0.8700 1.3221 -1.9481
H -4.6312 -1.5093 -0.5886
H -6.3451 -1.9844 -0.9786
H -5.0027 -2.9742 -1.5974
H -4.6019 -1.5504 -3.3549
H -6.1673 -0.8763 -3.0707
H -6.2743 1.4233 -1.9549
H -4.9767 3.5019 -1.4625
H -2.5231 3.4458 -1.4485
H -0.9158 -3.1998 -0.8888
H 0.9699 -3.0166 0.6826
H 4.3472 -2.5385 1.2797
H 2.8089 -3.1882 1.5065
H 3.0214 -0.5965 3.5341
H 2.2009 1.4341 0.9681
H 1.4850 3.6013 0.4782
H 0.5722 3.0291 -0.9469
H -0.9474 1.7508 1.1096
H -1.1786 3.4684 0.8243
H -0.1114 2.9876 2.1212
H -0.5348 1.1873 -2.9028
Li 3.3572 -4.2572 -0.5244
B 8.8139 -2.6223 -0.8219
O 7.3206 -2.4403 -0.7259
C 6.7443 -3.4716 -1.2701
O 5.5430 -3.6272 -1.3492
C 7.8115 -4.4402 -1.7805
O 7.5974 -5.4863 -2.3281
O 8.9963 -3.9336 -1.5126
F 9.3666 -2.6595 0.4510
F 9.3703 -1.5955 -1.5656
C -4.1569 2.7660 3.5907
N -2.9709 3.5969 3.3111
O -1.9639 3.4105 3.9557
O -3.0715 4.4364 2.4211
H -3.9206 2.0805 4.3896
H -4.9660 3.4345 3.8953
H -4.3925 2.2328 2.6564
K -0.8195 4.3122 -0.9418
F -4.7553 3.7852 5.6059
Al -3.5037 -2.1931 1.0238
Cl 1.6496 -4.1467 -2.8183
F 4.2780 0.5877 4.6214
F 4.2779 1.8815 4.0655

Atomic partial charges in e from the Löwdin method, atoms 1 to 8: -0.15 -0.20 -0.25 -0.01 -0.04 -0.05 -0.22 -0.39

# 4
C20H23B2F9MoN3O8 as an isolated structure. Source: the OMol25 dataset; level of theory: wB97M-V/def2-TZVPD.

The HOMO-LUMO gap (alpha / beta) comes out at 7.30 / 8.22 eV. The value obtained for the molar mass is 722.0 g mol⁻¹. The lowest unoccupied orbital energy (alpha / beta) is -3.47 / -3.47 eV. Its charge is +1. As for the multiplicity: 3. For the energy above the lowest of the compared OMol25 structures with the same formula, charge and spin, the calculation gives 0.858 eV.

Geometry (Å):
Mo -0.7195 3.7819 0.3995
O -2.8558 6.0852 1.8959
C -2.4931 4.9489 2.4138
O -1.3512 4.5002 2.3264
C -3.5794 4.1251 3.0793
O -3.4188 2.7884 2.6724
C -4.1810 2.4324 1.5345
C -3.8454 3.1610 0.2334
O -4.7100 3.4525 -0.5406
O -2.5550 3.4189 -0.0052
H -2.1014 6.4622 1.3943
H -4.5634 4.5256 2.8247
H -3.4412 4.1662 4.1599
H -5.2484 2.5860 1.7043
H -3.9998 1.3675 1.3853
C 4.3835 -1.4002 -0.7724
C 3.9481 -1.3427 0.6839
N 2.7150 -0.5605 0.8630
C 2.8199 0.7434 1.1307
C 1.7640 1.6094 1.2003
C 2.0907 3.0639 1.3589
O 3.1898 3.4181 1.6937
O 1.0886 3.8850 1.1231
C 0.4662 1.1096 1.0219
O -0.5785 1.8297 1.0281
C 0.3285 -0.3104 0.7719
C -0.9361 -0.8499 0.5313
C -1.0582 -2.1490 0.1506
F -2.2885 -2.6626 -0.0446
C 0.0636 -2.9671 -0.0651
C 1.3129 -2.4411 0.1976
C 1.4629 -1.1173 0.6324
N -0.0409 -4.2785 -0.5846
C -1.1967 -4.6757 -1.3795
C -0.8316 -5.9669 -2.1284
N 0.6647 -6.0318 -2.2535
C 1.3065 -6.2555 -0.9050
C 0.5518 -5.3983 0.1204
H 5.2943 -1.9925 -0.8607
H 4.5896 -0.3981 -1.1476
H 3.6153 -1.8388 -1.4094
H 4.7135 -0.8629 1.2900
H 3.7932 -2.3342 1.1073
H 3.8188 1.1407 1.2683
H -1.8102 -0.2211 0.6169
H 2.1792 -3.0567 0.0014
H -1.4279 -3.8787 -2.0840
H -2.0945 -4.8702 -0.7879
H -1.2658 -5.9974 -3.1244
H -1.1306 -6.8629 -1.5883
H 0.9911 -5.1345 -2.6167
H 0.9488 -6.7574 -2.9101
H 2.3496 -5.9607 -1.0013
H 1.2525 -7.3201 -0.6870
H 1.2449 -5.0466 0.8796
H -0.2148 -5.9945 0.6294
F -0.1593 3.1143 -1.4402
B -0.1512 1.7211 -2.2379
F 0.9140 1.0336 -1.6846
F -1.3576 1.1406 -1.9451
F 0.0159 2.0900 -3.5232
F 1.5950 7.0089 -0.7476
B 0.6049 6.8923 -1.6126
F 0.6145 5.9101 -2.4929
F -0.3318 7.8229 -1.6701
F -0.7541 5.5995 -0.0737

Atomic partial charges in e from the natural (NBO) method, atoms 1 to 8: 1.99 -0.60 0.85 -0.63 -0.18 -0.50 -0.18 0.76

# 5
One molecule with the formula C20H23Br2NO2 at a distorted geometry. Source: the OMol25 dataset; level of theory: wB97M-V/def2-TZVPD.

The HOMO-LUMO gap comes out at 8.70 eV. The value obtained for the molar mass is 469.2 g mol⁻¹. Its SMILES is CCCN1CCc2c(Br)ccc(O)c2[C@H]1Cc1cc(OC)ccc1Br. The lowest unoccupied orbital energy is 0.64 eV. Its charge is 0. As for the multiplicity: 1. For the energy above the lowest of the compared OMol25 structures with the same formula, charge and spin, the calculation gives 0.000 eV.

Geometry (Å):
C 3.1838 4.3727 0.5211
C 2.5375 3.0557 0.6803
C 1.0330 3.1081 0.6874
N 0.3580 2.1099 -0.2435
C -0.7242 2.7274 -1.0674
C -1.5547 1.6444 -1.9040
C -2.1349 0.6827 -0.8502
C -3.5067 0.5039 -0.8025
Br -4.7233 1.1261 -2.1516
C -4.0617 0.0491 0.3985
C -3.2979 -0.3857 1.4931
C -1.9152 -0.2187 1.4402
O -1.1057 -0.7483 2.4491
C -1.3474 0.3072 0.2365
C 0.1789 0.6017 0.0407
C 0.8996 -0.2224 -1.1502
C 1.2493 -1.6181 -0.5261
C 0.2907 -2.6694 -0.5924
C 0.5574 -3.9165 -0.0709
O -0.3407 -5.0471 0.0053
C -1.7345 -4.8793 -0.3089
C 1.8027 -4.2211 0.5030
C 2.7491 -3.1989 0.6126
C 2.5170 -1.8586 0.1433
Br 3.8211 -0.4305 0.3844
H 2.7664 5.0925 1.2352
H 3.1030 4.8278 -0.4928
H 4.2291 4.2673 0.7723
H 2.8637 2.3701 -0.1144
H 2.9344 2.6903 1.6434
H 0.9290 2.7620 1.7164
H 0.7508 4.1367 0.5389
H -1.5057 3.1746 -0.4425
H -0.3229 3.4348 -1.7913
H -0.8588 1.1451 -2.5671
H -2.1685 2.1700 -2.7011
H -5.1805 0.0320 0.4934
H -3.7904 -0.8150 2.4426
H -0.2455 -0.9699 2.0100
H 0.7004 0.5173 1.0423
H 1.7884 0.2355 -1.5440
H 0.3615 -0.4643 -2.0173
H -0.6888 -2.4728 -0.9850
H -1.9943 -4.7650 -1.3847
H -2.1048 -3.9721 0.2378
H -2.2105 -5.8361 -0.0267
H 2.1997 -5.1421 0.9185
H 3.7129 -3.2930 1.0887

Atomic partial charges in e from the natural (NBO) method, atoms 1 to 8: -0.60 -0.41 -0.22 -0.48 -0.20 -0.47 0.05 -0.13

# 6
C20H23ClN2Sn as an isolated structure at a distorted geometry. Source: the OMol25 dataset; level of theory: wB97M-V/def2-TZVPD.

The HOMO-LUMO gap (alpha / beta) comes out at 4.95 / 4.86 eV. The value obtained for the molar mass is 445.6 g mol⁻¹. The lowest unoccupied orbital energy (alpha / beta) is -9.41 / -9.47 eV. Its charge is +2. As for the multiplicity: 1. For the energy above the lowest of the compared OMol25 structures with the same formula, charge and spin, the calculation gives 0.980 eV.

Geometry (Å):
C 0.1640 0.7102 -6.0253
C 1.5375 1.2076 -5.9332
C -0.0845 -0.7203 -6.2191
C -0.9604 1.6458 -5.9692
Cl -0.0277 0.2375 -2.0888
H -0.1098 -0.9572 -7.2948
H -1.0505 -1.0404 -5.7987
H 0.7011 -1.3487 -5.7718
H 1.9106 1.4591 -6.9405
H 2.2272 0.4604 -5.5081
H 1.6128 2.1189 -5.3185
H -1.1976 2.0066 -6.9843
H -0.7389 2.5299 -5.3502
H -1.8745 1.1789 -5.5678
C 1.6502 -1.5892 1.9911
C 0.9931 -2.4565 1.0987
C 1.2431 -2.0180 -0.2257
H 0.4538 -3.3582 1.3973
C 2.0735 -0.8233 -0.1340
C 2.3455 -0.6083 1.2706
H 2.9420 0.2184 1.6715
H 1.6545 -1.7299 3.0768
H 0.9788 -2.5470 -1.1402
H 2.5698 -0.3066 -0.9545
C -2.4243 0.8754 1.3530
C -2.3738 -0.3521 2.0592
C -2.3719 -1.4183 1.1303
H -2.3962 -0.4999 3.1301
C -2.3939 -0.8863 -0.1832
C -2.3924 0.5652 -0.0610
H -2.5248 1.2943 -0.8619
H -2.4236 1.8840 1.7601
H -2.4218 -2.4682 1.4237
H -2.5184 -1.4551 -1.0999
Sn 0.0176 0.4143 0.2295
N 3.2714 -0.8550 6.8013
C 2.3540 -0.3299 6.2943
C 1.2285 0.2845 5.6448
C 0.0224 0.4700 6.3229
C -1.0311 1.0575 5.6336
C -0.8304 1.4077 4.2852
N 0.2805 1.1507 3.6068
C 1.3169 0.6566 4.2835
H -0.0523 0.1325 7.3656
H -1.9908 1.2655 6.0976
H -1.6200 1.9290 3.7584
H 2.2607 0.6077 3.7447

Atomic partial charges in e from the natural (NBO) method, atoms 1 to 8: 0.65 -0.77 -0.77 -0.77 -0.61 0.33 0.28 0.28